Entry 1:
Below is a molecular structure, C14H23Cl2N3NiS, with properties calculated with the ωB97M-V functional and the def2-TZVPD basis.

As for the energy above the lowest of the compared OMol25 structures with the same formula, charge and spin: 0.605 eV. The LUMO energy (spin up / spin down) comes out at -0.0661 / -0.0661 hartree. For the HOMO-LUMO gap (spin up / spin down), the calculation gives 6.0 / 6.0 eV. The HOMO energy (spin up / spin down) comes out at -7.7936 / -7.7930 eV. The value obtained for the maximum force is 0.0327 Eh/bohr. For the energy, the calculation gives -96282.004 eV.

```
44
C14H23Cl2N3NiS the ωB97M-V functional and the def2-TZVPD basis
Ni 0.559 0.429 -0.437
Cl -1.097 1.612 0.073
C -1.028 0.641 -1.375
Cl 1.433 -0.874 -1.823
H -1.062 1.242 -2.277
H -1.752 -0.167 -1.362
C 3.837 2.335 1.557
C 3.787 0.930 2.067
C 4.671 0.468 3.014
C 4.611 -0.844 3.473
C 3.658 -1.723 2.974
C 2.744 -1.324 2.021
C 1.762 -2.285 1.440
C 2.769 0.044 1.554
N 1.913 0.517 0.687
H 4.701 2.865 1.955
H 2.931 2.875 1.834
H 3.883 2.338 0.468
H 5.431 1.137 3.401
H 5.320 -1.179 4.220
H 3.625 -2.744 3.337
H 1.648 -3.161 2.080
H 2.103 -2.601 0.451
H 0.793 -1.813 1.291
C -1.187 -4.688 0.572
N -1.398 -4.231 1.933
C -0.871 -5.127 2.946
C -1.945 -3.028 2.227
S -2.158 -1.824 1.093
N -2.295 -2.855 3.557
C -2.508 -1.498 4.038
C -3.258 -3.792 4.125
H -1.677 -5.655 0.429
H -0.118 -4.801 0.375
H -1.595 -3.967 -0.126
H 0.129 -5.450 2.645
H -1.490 -6.022 3.056
H -0.799 -4.614 3.900
H -1.706 -0.854 3.692
H -2.500 -1.524 5.129
H -3.461 -1.085 3.694
H -3.131 -4.789 3.712
H -4.283 -3.464 3.914
H -3.126 -3.840 5.207
```

Mulliken atomic charge list, values in e, 4 entries: -0.069 -0.163 -0.408 -0.506

Entry 2:
Below is C5H8 in the gas phase, with properties calculated with the ωB97M-V functional and the def2-TZVPD basis.

As for the energy above the lowest of the compared OMol25 structures with the same formula, charge and spin: 1.823 eV. As for the structure (SMILES): C=C1CCC1. The LUMO energy comes out at 0.0440 hartree. For the HOMO-LUMO gap, the calculation gives 9.9 eV. The HOMO energy comes out at -8.7319 eV. The value obtained for the maximum force is 0.0401 Eh/bohr. For the energy, the calculation gives -5312.343 eV.

```
13
C5H8 the ωB97M-V functional and the def2-TZVPD basis
C 1.007 0.559 0.840
C 0.382 0.941 -0.531
C -1.515 -0.729 -1.046
C -0.421 -0.317 -0.441
C 0.315 -0.824 0.767
H 0.616 1.143 1.675
H 2.094 0.563 0.854
H -0.270 1.824 -0.512
H 1.033 0.993 -1.398
H -1.831 -0.309 -1.994
H -2.178 -1.007 -0.252
H -0.219 -1.229 1.635
H 0.988 -1.609 0.403
```

Mulliken atomic charge list, values in e, 4 entries: -0.518 -0.478 -0.770 0.190

Entry 3:
Below is 13 unconnected molecules or ions with the total composition C54H143N17O20, with properties calculated with the ωB97M-V functional and the def2-TZVPD basis.

As for the energy above the lowest of the compared OMol25 structures with the same formula, charge and spin: 1.869 eV. The LUMO energy comes out at 0.0177 hartree. For the HOMO-LUMO gap, the calculation gives 8.5 eV. The HOMO energy comes out at -8.0309 eV. The value obtained for the maximum force is 0.0965 Eh/bohr. For the energy, the calculation gives -124589.089 eV.

```
234
C54H143N17O20 the ωB97M-V functional and the def2-TZVPD basis
C -24.536 -13.455 3.381
O -23.819 -13.909 2.459
N -24.396 -13.869 4.727
N -25.505 -12.465 3.161
H -24.873 -13.454 5.467
H -23.691 -14.532 4.963
H -25.596 -12.096 2.238
H -25.940 -11.982 3.905
C -23.422 -8.784 7.965
O -23.459 -9.069 9.157
N -23.638 -9.765 7.000
N -23.437 -7.424 7.528
H -23.325 -9.702 6.030
H -23.599 -10.630 7.370
H -23.295 -7.237 6.543
H -23.050 -6.677 8.116
C -33.491 -14.259 5.638
O -33.077 -13.755 4.575
N -34.808 -14.206 6.012
N -32.602 -14.775 6.454
H -35.446 -14.056 5.215
H -35.053 -14.990 6.588
H -32.562 -14.755 7.478
H -31.664 -14.778 6.086
C -27.636 -10.462 5.811
O -27.011 -11.518 5.542
N -27.048 -9.371 6.383
N -28.938 -10.299 5.533
H -26.199 -9.574 6.743
H -27.688 -8.979 7.065
H -29.471 -9.628 6.101
H -29.378 -11.013 4.964
C -31.323 -6.302 7.782
C -31.782 -6.551 9.215
C -32.706 -7.771 9.281
O -33.806 -7.449 8.448
C -34.679 -8.574 8.267
N -30.643 -6.733 10.089
H -30.742 -7.205 7.538
H -30.657 -5.480 7.813
H -32.116 -6.196 7.125
H -32.341 -5.616 9.452
H -33.067 -7.865 10.310
H -32.127 -8.711 9.021
H -35.214 -8.868 9.188
H -34.209 -9.552 7.935
H -35.505 -8.207 7.587
H -29.844 -6.121 9.972
H -30.859 -6.826 11.056
C -26.036 -13.786 8.864
C -25.268 -12.701 9.546
C -23.784 -13.018 9.266
O -23.326 -12.872 7.930
C -21.991 -13.416 7.766
N -25.814 -11.465 9.256
H -26.068 -13.676 7.784
H -27.083 -13.794 9.249
H -25.747 -14.834 9.154
H -25.334 -12.878 10.611
H -23.606 -14.098 9.585
H -23.062 -12.488 9.950
H -21.884 -14.544 7.743
H -21.253 -13.153 8.512
H -21.748 -13.122 6.762
H -25.796 -11.193 8.293
H -25.332 -10.681 9.716
C -29.382 -16.120 6.550
O -29.800 -15.235 5.508
C -28.823 -14.331 4.926
C -29.340 -13.544 3.777
N -30.443 -12.563 4.148
C -30.794 -11.992 2.857
C -31.841 -10.880 2.936
O -31.999 -10.361 1.659
C -32.259 -8.941 1.556
H -30.143 -16.747 6.797
H -29.053 -15.500 7.430
H -28.521 -16.696 6.167
H -28.172 -15.061 4.477
H -28.292 -13.751 5.685
H -29.695 -14.222 3.004
H -28.437 -12.951 3.542
H -31.223 -13.061 4.556
H -31.327 -12.753 2.218
H -29.973 -11.576 2.301
H -31.434 -10.055 3.583
H -32.772 -11.220 3.470
H -33.322 -8.797 1.479
H -31.947 -8.614 0.581
H -31.675 -8.484 2.362
C -31.310 -11.470 7.404
O -30.496 -10.575 8.140
C -29.489 -11.194 8.929
C -28.929 -10.185 9.845
N -28.316 -9.082 9.091
C -27.431 -8.206 9.812
C -26.680 -7.144 8.932
O -27.665 -6.240 8.468
C -27.181 -5.157 7.689
H -32.143 -10.879 7.048
H -31.800 -12.237 8.011
H -30.714 -11.840 6.577
H -28.649 -11.504 8.306
H -29.884 -12.057 9.370
H -28.250 -10.635 10.543
H -29.745 -9.811 10.516
H -29.134 -8.583 8.781
H -26.797 -8.877 10.470
H -27.992 -7.615 10.553
H -26.212 -7.611 8.029
H -25.972 -6.685 9.547
H -26.872 -5.563 6.727
H -26.487 -4.475 8.205
H -28.053 -4.593 7.517
C -23.042 -9.786 -6.175
O -23.586 -10.500 -5.134
C -24.582 -9.929 -4.364
C -24.578 -10.466 -2.961
N -23.416 -10.050 -2.303
C -23.232 -10.227 -0.895
C -21.877 -9.753 -0.628
O -20.961 -10.502 -1.267
C -20.591 -11.663 -0.469
H -22.554 -8.826 -5.866
H -23.860 -9.582 -6.826
H -22.339 -10.343 -6.745
H -25.584 -10.075 -4.792
H -24.358 -8.872 -4.304
H -24.636 -11.578 -3.049
H -25.460 -10.056 -2.417
H -22.583 -10.370 -2.767
H -23.385 -11.327 -0.531
H -24.004 -9.678 -0.345
H -21.601 -9.771 0.484
H -21.866 -8.714 -1.045
H -20.633 -11.244 0.582
H -19.615 -11.967 -0.802
H -21.265 -12.455 -0.712
C -32.796 -11.784 11.173
O -32.815 -13.183 11.541
C -33.951 -13.855 11.156
C -33.607 -15.359 10.920
N -32.665 -15.375 9.747
C -32.048 -16.667 9.444
C -30.774 -16.836 10.282
O -29.999 -15.708 10.082
C -28.873 -15.771 11.009
H -33.676 -11.203 11.471
H -32.609 -11.606 10.124
H -31.940 -11.346 11.711
H -34.324 -13.499 10.235
H -34.754 -13.791 11.924
H -34.545 -15.968 10.774
H -33.106 -15.775 11.819
H -31.916 -14.655 9.917
H -31.784 -16.776 8.382
H -32.631 -17.553 9.582
H -30.384 -17.727 9.911
H -31.120 -17.013 11.340
H -28.474 -16.817 10.989
H -29.149 -15.530 12.000
H -27.987 -15.044 10.657
C -32.966 -16.364 -4.732
O -32.224 -15.185 -4.432
C -31.325 -14.859 -5.496
C -29.981 -14.406 -4.909
N -29.477 -15.434 -4.003
C -28.188 -15.043 -3.403
C -27.833 -15.616 -2.023
O -28.965 -15.546 -1.208
C -28.737 -15.735 0.173
H -32.326 -17.219 -4.859
H -33.657 -16.238 -5.532
H -33.503 -16.537 -3.776
H -31.787 -14.076 -6.137
H -31.151 -15.725 -6.072
H -30.150 -13.458 -4.379
H -29.267 -14.301 -5.751
H -30.183 -15.466 -3.307
H -28.203 -13.979 -3.324
H -27.413 -15.207 -4.100
H -26.980 -14.998 -1.635
H -27.528 -16.635 -2.015
H -28.732 -16.782 0.497
H -29.538 -15.289 0.633
H -27.833 -15.233 0.412
C -23.869 -5.567 3.883
O -23.698 -6.987 3.831
C -24.926 -7.656 4.056
C -24.633 -9.096 3.748
N -23.223 -9.419 4.237
C -22.772 -10.706 3.717
C -21.186 -10.686 3.832
O -20.472 -11.752 3.262
C -20.738 -12.990 3.988
H -24.368 -5.276 4.840
H -24.556 -5.154 3.139
H -22.912 -5.108 3.754
H -25.693 -7.203 3.349
H -25.109 -7.535 5.145
H -24.771 -9.392 2.663
H -25.262 -9.708 4.387
H -22.544 -8.750 3.960
H -22.914 -10.789 2.684
H -23.218 -11.502 4.325
H -20.930 -10.719 4.913
H -20.826 -9.789 3.301
H -20.136 -13.197 4.870
H -20.609 -13.738 3.298
H -21.810 -13.088 4.349
C -30.541 -10.774 -2.537
O -29.314 -11.185 -2.061
C -29.385 -11.800 -0.706
C -28.024 -11.857 -0.067
N -27.382 -10.535 0.296
C -28.085 -9.716 1.306
C -27.493 -8.313 1.275
O -27.890 -7.706 0.035
C -27.084 -6.585 -0.366
H -30.852 -9.859 -1.955
H -31.344 -11.535 -2.419
H -30.540 -10.435 -3.574
H -29.830 -12.762 -0.834
H -30.025 -11.206 -0.040
H -27.337 -12.387 -0.733
H -28.083 -12.413 0.877
H -27.145 -9.969 -0.486
H -27.947 -10.031 2.309
H -29.135 -9.535 1.032
H -26.411 -8.316 1.283
H -27.982 -7.787 2.142
H -26.138 -6.874 -0.627
H -26.802 -5.897 0.441
H -27.629 -5.995 -1.104
```

Mulliken atomic charge list, values in e, 4 entries: -0.003 -0.763 -0.045 1.057

Entry 4:
Below is C5H9NO in the gas phase, with properties calculated with the ωB97M-V functional and the def2-TZVPD basis.

As for the energy above the lowest of the compared OMol25 structures with the same formula, charge and spin: 3.370 eV. The LUMO energy (spin up / spin down) comes out at -0.0085 / -0.0085 hartree. For the HOMO-LUMO gap (spin up / spin down), the calculation gives 7.3 / 7.3 eV. The HOMO energy (spin up / spin down) comes out at -7.5262 / -7.5281 eV. The value obtained for the maximum force is 0.0056 Eh/bohr. For the energy, the calculation gives -8865.842 eV.

```
16
C5H9NO the ωB97M-V functional and the def2-TZVPD basis
C -0.071 1.848 1.848
C -0.325 0.697 0.929
C -1.073 -0.203 -1.211
N 0.084 -0.703 -0.814
C 0.627 -1.997 -1.189
C 0.728 0.162 0.144
O 1.943 0.342 0.166
H 0.761 2.455 1.479
H 0.190 1.516 2.862
H -0.960 2.484 1.939
H -1.159 0.039 1.153
H -1.857 -0.889 -1.536
H -1.176 0.847 -1.438
H 1.498 -2.184 -0.560
H -0.125 -2.779 -1.040
H 0.943 -1.997 -2.235
```

Mulliken atomic charge list, values in e, 4 entries: -1.239 -0.437 -0.434 0.184

Entry 5:
Below is a molecular structure, C17H40F9Hg2N2O25S5, with properties calculated with the ωB97M-V functional and the def2-TZVPD basis.

The LUMO energy comes out at 0.0939 hartree. As for the charge: -3. For the HOMO-LUMO gap, the calculation gives 1.9 eV. The HOMO energy comes out at 0.6354 eV. The value obtained for the maximum force is 0.1340 Eh/bohr. For the energy, the calculation gives -159420.619 eV.

```
100
C17H40F9Hg2N2O25S5 the ωB97M-V functional and the def2-TZVPD basis
Hg 0.445 -0.703 -0.848
Hg -0.622 -3.448 -4.726
S -2.146 -0.798 -3.385
O -1.001 -0.824 -2.426
O -3.411 -0.767 -2.659
O -1.967 0.258 -4.374
O -2.045 -2.003 -4.161
S -1.986 0.818 1.139
O -1.926 2.210 1.602
O -2.442 -0.064 2.205
O -3.009 0.846 0.054
O -0.741 0.338 0.684
C 3.379 -4.161 -2.562
F 4.390 -4.569 -3.310
F 2.529 -5.109 -2.444
F 3.948 -3.844 -1.403
S 2.473 -2.563 -3.248
O 1.528 -3.073 -4.261
O 1.717 -1.990 -2.080
O 3.580 -1.705 -3.730
C -2.591 -4.255 -0.496
F -3.054 -5.372 -0.987
F -3.318 -3.179 -0.886
F -2.549 -4.294 0.819
S -0.828 -3.986 -1.073
O -0.386 -2.691 -0.562
O -0.204 -5.091 -0.351
O -0.816 -3.986 -2.554
C 1.042 5.675 -1.073
F 0.101 6.520 -0.716
F 0.749 5.252 -2.274
F 2.171 6.310 -1.103
S 0.949 4.240 0.214
O 0.969 3.017 -0.586
O 2.193 4.421 1.097
O -0.341 4.429 0.929
C -3.677 3.393 -2.910
C -2.418 3.770 -2.060
O -2.705 3.463 -0.721
O -3.987 1.962 -2.862
H -3.772 3.722 -3.945
H -4.557 3.970 -2.625
H -2.125 4.820 -2.026
H -1.546 3.295 -2.509
H -2.911 2.525 -0.715
H -3.682 1.565 -3.681
C 0.343 1.069 5.783
C -0.033 1.045 4.351
O -0.471 2.292 3.812
O -0.750 1.505 6.542
H 1.194 1.704 6.031
H 0.462 0.063 6.184
H -0.778 0.277 4.138
H 0.804 0.651 3.774
H -0.890 2.072 2.977
H -0.705 2.458 6.648
C 1.971 3.004 -4.401
C 0.519 2.456 -4.245
O 0.327 1.369 -5.140
O 2.862 2.003 -3.999
H 2.104 3.949 -3.874
H 2.157 3.240 -5.449
H -0.246 3.180 -4.525
H 0.383 2.033 -3.250
H -0.544 1.056 -4.886
H 3.010 1.472 -4.785
C -2.880 -3.263 5.703
C -2.561 -2.300 4.469
C -1.517 -2.874 3.496
O -0.190 -2.956 3.966
C 0.557 -3.648 3.005
N -3.735 -1.836 3.804
H -3.605 -2.788 6.363
H -2.085 -3.423 6.431
H -3.252 -4.219 5.333
H -2.075 -1.390 4.821
H -1.566 -2.478 2.482
H -1.751 -3.919 3.292
H 1.574 -3.602 3.393
H 0.558 -3.127 2.047
H 0.241 -4.670 2.799
H -3.699 -2.414 2.977
H -4.553 -2.155 4.304
C 4.142 1.892 -0.679
C 3.315 0.598 -0.593
C 2.772 0.540 0.831
O 2.084 -0.774 0.847
C 2.946 -1.928 1.033
N 2.115 0.868 -1.453
H 4.491 2.052 -1.700
H 5.048 1.808 -0.078
H 3.716 2.861 -0.421
H 3.815 -0.295 -0.968
H 2.010 1.257 1.137
H 3.521 0.785 1.584
H 3.233 -2.055 2.076
H 3.829 -1.745 0.421
H 2.417 -2.819 0.694
H 1.592 1.663 -1.116
H 2.372 1.109 -2.399
```

Mulliken atomic charge list, values in e, 4 entries: 6.036 1.672 1.230 -2.181

Entry 6:
Below is a molecular structure, C37H36N2O8TeV, with properties calculated with the ωB97M-V functional and the def2-TZVPD basis.

As for the energy above the lowest of the compared OMol25 structures with the same formula, charge and spin: 8.237 eV. The LUMO energy (spin up / spin down) comes out at 0.0747 / 0.0725 hartree. The multiplicity is 3. As for the charge: -1. For the HOMO-LUMO gap (spin up / spin down), the calculation gives 4.9 / 5.0 eV. The HOMO energy (spin up / spin down) comes out at -2.8956 / -3.0073 eV. The value obtained for the maximum force is 0.0692 Eh/bohr. For the energy, the calculation gives -91290.969 eV.

```
85
C37H36N2O8TeV the ωB97M-V functional and the def2-TZVPD basis
V -0.366 0.035 -0.559
O -1.873 -1.068 1.607
C -1.515 -0.490 2.831
C 0.003 -0.408 3.035
N 0.692 0.518 2.143
C 0.221 1.884 2.295
C -1.015 2.130 1.381
O -1.900 2.891 1.745
O -0.952 1.513 0.278
C 2.122 0.415 2.370
C 2.662 -0.944 1.999
O 3.838 -1.197 1.878
O 1.977 -0.752 -0.184
H -1.723 -0.406 0.911
H -1.928 -1.148 3.606
H -1.971 0.503 2.949
H 0.439 -1.395 2.848
H 0.191 -0.133 4.091
H 0.998 2.576 1.947
H -0.017 2.143 3.340
H 2.383 0.577 3.438
H 2.638 1.180 1.775
C -2.199 -6.458 -1.924
C -2.030 -4.969 -1.831
C -3.122 -4.128 -1.904
C -3.004 -2.743 -1.776
C -4.236 -1.966 -1.838
O -5.347 -2.492 -1.749
C -4.160 -0.495 -2.056
C -5.013 0.318 -1.314
C -5.085 1.674 -1.567
C -4.323 2.228 -2.581
C -3.476 1.424 -3.329
C -3.386 0.069 -3.069
C -1.727 -2.163 -1.508
O -1.567 -0.916 -1.292
C -0.579 -3.037 -1.474
C -0.772 -4.412 -1.634
C 0.726 -2.507 -1.179
N 0.797 -1.270 -0.721
C 3.100 -0.585 -1.042
C 3.280 0.869 -1.433
Te 5.342 1.490 -1.221
C 6.117 -0.379 -1.930
C 6.645 -1.294 -1.034
C 7.134 -2.508 -1.483
C 7.099 -2.814 -2.832
C 6.556 -1.910 -3.727
C 6.068 -0.696 -3.278
C 1.901 -3.364 -1.421
C 2.847 -3.637 -0.433
C 3.933 -4.449 -0.704
C 4.093 -5.014 -1.959
C 3.158 -4.749 -2.949
C 2.075 -3.936 -2.686
H -3.255 -6.708 -1.985
H -1.778 -6.949 -1.047
H -1.699 -6.857 -2.806
H -4.117 -4.521 -2.049
H -5.623 -0.137 -0.546
H -5.748 2.298 -0.984
H -4.395 3.287 -2.791
H -2.893 1.858 -4.130
H -2.729 -0.552 -3.664
H 0.080 -5.073 -1.561
H 3.003 -1.212 -1.932
H 3.958 -0.941 -0.458
H 2.704 1.499 -0.760
H 2.941 1.046 -2.447
H 6.672 -1.061 0.020
H 7.541 -3.215 -0.775
H 7.491 -3.757 -3.184
H 6.517 -2.147 -4.780
H 5.646 0.006 -3.982
H 2.722 -3.215 0.552
H 4.654 -4.652 0.075
H 4.942 -5.650 -2.169
H 3.277 -5.186 -3.932
H 1.351 -3.726 -3.460
C 0.099 2.392 -2.334
C 0.259 0.880 -2.228
O 0.735 0.253 -3.154
H 0.605 2.783 -3.219
H 0.479 2.889 -1.440
H -0.970 2.596 -2.399
```

Mulliken atomic charge list, values in e, 4 entries: -0.260 -0.436 -0.596 -0.938